1.
An isolated ion of composition CH3O4S and charge -1 at a distorted geometry. Source: OMol25; level of theory: the ωB97M-V functional and the def2-TZVPD basis.

```
9
Properties=species:S:1:pos:R:3:forces:R:3:mulliken_charge:R:1
C 0.654 -0.212 0.257 -1.82 -2.62 2.46 0.0552
O -1.226 1.326 -0.438 0.44 -0.20 -0.38 -0.6420
O -2.089 -0.615 0.713 -0.34 -1.09 0.97 -0.6025
O 1.526 -0.737 -0.695 0.64 -0.55 0.27 -0.4334
O 0.959 1.030 0.549 -1.20 0.88 0.24 -0.5565
S -1.218 -0.226 -0.395 0.72 1.50 -0.77 0.3718
H 0.411 -0.985 1.271 1.32 1.79 -2.49 0.1283
H 1.037 -1.030 -1.459 -0.47 -0.19 -0.37 0.2673
H -0.053 1.449 0.196 0.70 0.48 0.08 0.4118
```
Positions in Å, forces in eV/Å.

Values from the calculation:
molar mass: 111.098 g mol⁻¹
net charge: -1
calculated total energy: -739.067484 hartree
Kohn-Sham gap: 0.281 Eh
LUMO energy: 0.138 Ha
energy relative to the best compared isomer or geometry (same formula, charge and spin): 152.0 kJ/mol

2.
A 2-piece molecular cluster, CH3O4S overall at a distorted geometry. Source: OMol25; level of theory: the ωB97M-V functional and the def2-TZVPD basis.

```
9
Properties=species:S:1:pos:R:3:forces:R:3:mulliken_charge:R:1
C -0.789 0.620 0.438 -0.55 -2.57 -0.03 -0.1759
O 3.492 0.469 -0.410 0.49 -0.13 0.33 -0.5613
O 2.222 -0.734 1.606 3.19 1.15 -2.07 -0.6451
O -0.988 -0.509 -0.015 0.43 0.22 1.11 -0.5591
O 1.184 1.124 -0.066 1.38 -0.75 -0.05 -0.5534
S 2.155 -0.046 -0.175 -1.08 0.52 0.64 0.6210
H -0.317 0.873 1.406 -0.41 -0.27 -0.21 0.2836
H -1.392 1.327 -0.063 -0.17 2.12 -0.44 0.2872
H 1.323 -0.767 1.756 -3.29 -0.30 0.72 0.3029
```
Positions in Å, forces in eV/Å.

Values from the calculation:
molar mass: 111.098 g mol⁻¹
net charge: -1
calculated total energy: -739.058022 hartree
Kohn-Sham gap: 0.319 Eh
LUMO energy: 0.152 Ha
energy relative to the best compared isomer or geometry (same formula, charge and spin): 176.9 kJ/mol

3.
An isolated ion of composition CH3O4S2 and charge -1 at a distorted geometry. Source: OMol25; level of theory: the ωB97M-V functional and the def2-TZVPD basis.

```
10
Properties=species:S:1:pos:R:3:forces:R:3:mulliken_charge:R:1
C -0.045 0.263 -0.041 -4.03 4.34 -2.62 -0.8070
O 2.805 -1.523 -0.796 -0.09 1.19 0.48 -0.5748
O 1.353 2.523 0.145 -0.16 1.40 1.05 -0.5854
O 4.141 0.433 -0.123 0.83 0.44 0.12 -0.5625
O 2.538 -0.605 1.434 -0.24 0.24 0.90 -0.5338
S 1.232 1.374 -0.753 1.32 -3.43 -0.54 0.2915
S 2.957 -0.346 0.086 -1.39 -0.49 -2.23 0.9132
H 0.262 -0.633 0.275 1.54 -3.03 2.00 0.3924
H -0.910 -0.017 -0.800 1.70 0.92 1.03 0.2446
H -0.508 1.032 0.658 0.51 -1.58 -0.19 0.2218
```
Positions in Å, forces in eV/Å.

Values from the calculation:
molar mass: 143.165 g mol⁻¹
net charge: -1
calculated total energy: -1137.257891 hartree
Kohn-Sham gap (alpha / beta): 0.278 / 0.278 Eh
LUMO energy (alpha / beta): 0.129 / 0.129 Ha
energy relative to the best compared isomer or geometry (same formula, charge and spin): 153.4 kJ/mol

- Among the records above, which one has the highest energy relative to the best compared isomer or geometry (same formula, charge and spin)?
  number 2